A structure of composition C42H52N4O2P2PbSb2, computed with ωB97M-V/def2-TZVPD.

Cartesian coordinates (Å):
Pb  0.53129  -0.17077  1.12965
C  5.92164  3.51019  -0.19403
Sb  4.69245  1.79840  -0.38847
C  4.69157  1.28102  1.69161
C  5.59410  -2.96505  -1.54920
C  5.45479  -3.66173  -0.40475
C  6.61186  -3.77421  0.46847
C  6.58773  -4.57137  1.55544
C  5.40351  -5.30606  1.82449
C  4.26539  -5.20623  1.04091
C  4.22748  -4.39276  -0.08482
C  3.02895  -4.36614  -0.92420
Sb  1.28452  -3.09575  -0.29436
C  0.73622  -4.45539  1.25399
C  0.13040  -3.88320  -1.89235
H  6.90378  3.15681  0.12964
H  5.51393  4.18381  0.55645
H  6.01770  4.01191  -1.15258
H  5.72332  1.29456  2.05498
H  4.28094  0.28251  1.84693
H  4.12021  2.02170  2.25549
H  6.53881  -2.48154  -1.78355
H  4.80509  -2.86338  -2.28486
H  7.51109  -3.22900  0.20022
H  7.45359  -4.68126  2.19434
H  5.39896  -5.98972  2.66793
H  3.40022  -5.81607  1.27780
H  2.50186  -5.32023  -0.87964
H  3.19098  -4.08087  -1.96085
H  0.70221  -5.45832  0.82831
H  -0.25316  -4.19804  1.63144
H  1.45901  -4.42597  2.07124
H  -0.11864  -4.91545  -1.65562
H  0.70034  -3.84126  -2.81852
H  -0.77580  -3.28705  -1.99505
O  -1.00343  1.02742  0.09954
P  -2.33675  0.82928  -0.66353
C  -3.40542  -0.28897  0.27489
P  -2.48919  -1.56405  1.18088
O  -1.12147  -1.80089  0.52110
C  -3.47477  -3.02211  1.26241
C  -2.99661  -4.21324  0.71429
C  -3.77514  -5.35824  0.79452
C  -5.01402  -5.31216  1.42063
C  -5.49086  -4.12327  1.96503
C  -4.72454  -2.97344  1.88897
C  -2.18636  -0.86108  2.80705
C  -3.10374  -0.05644  3.47840
C  -2.78008  0.48898  4.71472
C  -1.53664  0.24795  5.28494
C  -0.62274  -0.57499  4.63490
C  -0.94448  -1.12868  3.40229
C  -2.06610  0.13560  -2.27067
C  -2.61891  -1.07811  -2.68639
C  -2.41840  -1.51475  -3.98838
C  -1.67506  -0.74384  -4.87245
C  -1.11496  0.46364  -4.46200
C  -1.31131  0.90826  -3.16622
C  -3.17230  2.38619  -0.79043
C  -3.09804  3.28371  0.28195
C  -3.80964  4.47067  0.23067
C  -4.59399  4.76262  -0.88344
C  -4.67091  3.87265  -1.94669
C  -3.96274  2.67832  -1.90555
H  -4.12430  -0.75428  -0.40159
H  -3.97386  0.32321  0.97516
H  -2.03198  -4.23709  0.22244
H  -3.41789  -6.28673  0.36783
H  -5.61713  -6.20914  1.48476
H  -6.45831  -4.09673  2.45135
H  -5.10400  -2.04989  2.31968
H  -4.08877  0.13756  3.06796
H  -3.50625  1.10026  5.23713
H  -1.29104  0.68079  6.24832
H  0.32414  -0.81388  5.10503
H  -0.28538  -1.87611  2.96295
H  -3.20765  -1.68907  -2.01096
H  -2.86028  -2.44665  -4.32067
H  -1.54249  -1.07755  -5.89470
H  -0.54847  1.06410  -5.16390
H  -0.90209  1.86296  -2.84940
H  -2.50321  3.04052  1.15759
H  -3.76927  5.16582  1.06176
H  -5.15708  5.68797  -0.91529
H  -5.28736  4.10513  -2.80684
H  -4.02429  1.98453  -2.73700
C  -0.78170  5.51225  -1.59703
C  0.49619  6.34033  -1.46398
C  1.42656  6.13933  -2.65692
C  1.21418  6.08884  -0.13180
N  1.63644  4.66679  0.04125
C  0.91281  3.60907  0.43003
N  1.65110  2.52543  0.35193
N  2.84203  2.98496  -0.09778
N  2.84523  4.26154  -0.29331
H  -1.35747  5.85399  -2.45850
H  -1.42968  5.60078  -0.71734
H  -0.56132  4.44947  -1.76735
H  0.21755  7.39505  -1.41167
H  1.77104  5.10103  -2.73278
H  2.30336  6.78900  -2.60312
H  0.90120  6.37139  -3.58458
H  0.57031  6.32425  0.71282
H  2.12319  6.67902  -0.06144
H  -0.12173  3.64668  0.74198

## Properties
Highest occupied orbital energy   -17.94 eV
HOMO-LUMO gap   6.688 eV
Energy   -3355.91477 Ha
Total charge   +4
Strongest force on any atom   0.765 eV/Å

Mulliken atomic charge list, values in e, 99 entries: Pb 0.95; C -1.26; Sb 0.78; C -1.19; C -1.25; C 1.09; C -0.51; C -0.81; C -0.51; C -0.61; C 1.39; C -1.69; Sb 0.82; C -1.45; C -1.13; H 0.43; H 0.38; H 0.40; H 0.46; H 0.26; H 0.36; H 0.37; H 0.20; H 0.44; H 0.46; H 0.44; H 0.52; H 0.47; H 0.62; H 0.60; H 0.27; H 0.47; H 0.48; H 0.57; H -0.01; O -0.30; P 1.60; C -1.71; P 0.49; O 0.36; C 0.82; C -0.09; C -0.91; C -0.61; C -0.79; C -0.64; C 1.40; C -0.80; C -0.83; C -0.70; C -0.84; C -0.73; C 0.25; C -0.53; C -0.61; C -0.68; C -0.76; C -0.34; C 0.77; C -0.51; C -0.95; C -0.51; C -0.84; C -0.67; H 0.80; H 0.83; H 0.28; H 0.47; H 0.43; H 0.46; H 0.35; H 0.35; H 0.48; H 0.46; H 0.52; H 0.65; H 0.30; H 0.51; H 0.45; H 0.48; H 0.34; H 0.40; H 0.47; H 0.47; H 0.48; H 0.45; C -0.84; C 0.82; C -1.54; C -1.12; N 0.64; C -0.71; N 0.15; N 0.16; N -0.55; H 0.52; H 0.21; H -0.17; H 0.40